17
Properties=species:S:1:pos:R:3:nbo_charge:R:1 method="wB97M-V/def2-TZVPD" homo_energy_ev=-13.115 e_above_lowest_kcal_mol=38.1 total_charge=+1 gap_ev=7.85
C 0.62 3.01 -2.72 -0.14
C 0.68 1.80 -2.13 -0.34
C -0.09 -2.82 2.15 -0.41
C -0.20 1.42 -1.09 0.26
N -0.06 0.30 -0.44 -0.61
N -0.69 -1.50 2.16 -0.88
H 1.32 3.29 -3.49 0.24
H -0.12 3.74 -2.44 0.22
H 1.45 1.09 -2.43 0.24
H 0.98 -2.73 2.30 0.20
H -0.49 -3.48 2.93 0.19
H -0.28 -3.29 1.18 0.19
H -1.00 2.09 -0.80 0.23
H 0.69 -0.34 -0.68 0.43
H -0.62 0.02 0.37 0.47
H -1.71 -1.59 2.11 0.36
H -0.48 -1.03 3.03 0.37


59
Properties=species:S:1:pos:R:3:mulliken_spin:R:1 method="wB97M-V/def2-TZVPD" homo_energy_ev="-7.288 / -7.250" gap_ev="6.11 / 4.59" multiplicity=5
Os 0.14 -0.62 0.63 3.21
Br -3.85 -1.42 2.70 0.00
C -3.73 -0.14 1.31 0.00
C -4.73 0.86 1.25 -0.01
C -4.67 1.82 0.30 0.01
Br -6.02 3.15 0.25 0.00
C -3.60 1.86 -0.64 0.00
C -3.43 2.84 -1.63 0.00
C -2.35 2.79 -2.47 0.00
C -1.43 1.73 -2.31 0.01
N -1.56 0.80 -1.40 0.11
C -2.62 0.85 -0.57 0.00
C -2.68 -0.18 0.42 0.04
O -1.77 -1.14 0.46 0.05
H -5.53 0.84 1.98 0.00
H -4.16 3.64 -1.72 0.00
H -2.19 3.53 -3.23 0.00
H -0.55 1.67 -2.95 0.00
N -0.26 -0.62 3.12 0.18
N -0.29 0.74 3.44 0.01
C -0.11 1.70 2.44 0.03
O 0.05 2.86 2.76 0.02
O -0.19 1.27 1.21 0.09
H -1.16 -1.06 3.34 0.00
H 0.49 -1.11 3.58 -0.01
H -0.05 1.02 4.37 0.00
O 2.12 0.21 -0.94 0.06
C 2.74 0.01 0.10 0.05
O 2.14 -0.39 1.18 0.04
C 4.22 0.22 0.20 0.00
C 4.91 0.65 -0.93 0.01
C 6.27 0.83 -0.84 0.00
C 6.98 0.61 0.33 0.00
C 6.25 0.19 1.43 0.00
C 4.89 -0.01 1.39 0.00
N 6.97 -0.06 2.69 0.00
O 8.17 0.15 2.70 0.00
O 6.33 -0.48 3.63 0.00
N 7.01 1.28 -2.03 0.00
O 6.38 1.45 -3.05 0.00
O 8.21 1.42 -1.93 0.00
H 4.38 0.83 -1.86 0.00
H 8.05 0.77 0.38 0.00
H 4.36 -0.33 2.27 0.00
C 1.51 -3.43 2.09 0.05
C 1.27 -3.49 0.63 -0.05
C 1.58 -4.59 -0.24 0.06
C 1.12 -4.25 -1.46 0.02
C 0.53 -2.94 -1.34 -0.03
C -0.08 -2.14 -2.40 0.06
N 0.63 -2.51 -0.07 0.00
H 2.04 -4.31 2.43 0.00
H 0.55 -3.37 2.61 -0.01
H 2.09 -2.54 2.33 -0.01
H 2.07 -5.50 0.06 0.00
H 1.17 -4.82 -2.38 0.00
H -0.06 -2.67 -3.35 0.00
H 0.46 -1.19 -2.50 -0.01
H -1.11 -1.88 -2.14 0.00


46
Properties=species:S:1:pos:R:3:nbo_charge:R:1 method="wB97M-V/def2-TZVPD" homo_energy_ev="-8.872 / -9.005" e_above_lowest_kcal_mol=64.5 gap_ev="6.16 / 6.31"
H 2.34 -1.17 -1.79 0.22
N 0.33 -0.48 -1.74 -0.37
B -2.04 0.26 -2.35 0.56
N -0.66 -0.42 -2.67 -0.32
C -0.24 -1.01 -3.81 0.01
Hg 0.38 0.63 0.35 1.61
H -0.89 -1.10 -4.67 0.23
C 1.07 -1.44 -3.63 -0.35
H 1.70 -1.94 -4.32 0.23
C 1.40 -1.06 -2.31 -0.02
H -2.80 0.16 -3.28 -0.03
C -0.36 1.49 2.17 -0.71
H 0.53 1.43 2.83 0.23
H -1.19 0.95 2.66 0.23
H -0.63 2.55 2.04 0.21
N -1.80 1.77 -2.01 -0.32
N -2.57 -0.47 -1.08 -0.33
N -0.96 2.09 -0.99 -0.39
N -1.81 -0.55 0.06 -0.37
C -2.27 2.92 -2.57 -0.01
C -3.73 -1.13 -0.90 0.00
H -2.96 2.88 -3.40 0.22
H -4.45 -1.21 -1.69 0.22
C -1.71 4.00 -1.89 -0.35
C -3.76 -1.61 0.41 -0.36
C -0.89 3.43 -0.91 -0.04
C -2.53 -1.21 0.98 -0.03
H -1.86 5.05 -2.06 0.23
H -4.54 -2.17 0.88 0.23
H -0.27 3.92 -0.17 0.21
H -2.19 -1.35 1.99 0.22
H 1.56 1.78 -0.13 -0.10
C 3.06 -2.44 1.75 -0.64
C 2.29 -1.19 2.15 0.11
O 1.11 -1.16 1.46 -0.86
C 1.94 -1.26 3.70 0.95
F 3.02 -1.51 4.49 -0.33
F 1.38 -0.11 4.14 -0.34
F 1.05 -2.26 3.94 -0.32
C 3.31 0.02 1.94 0.95
F 4.47 -0.18 2.61 -0.32
F 3.64 0.10 0.61 -0.34
F 2.84 1.24 2.31 -0.33
H 2.42 -3.30 1.92 0.24
H 4.00 -2.54 2.30 0.23
H 3.27 -2.37 0.68 0.23


105
Properties=species:S:1:pos:R:3:mulliken_charge:R:1 method="wB97M-V/def2-TZVPD" homo_energy_ev=-12.708 e_above_lowest_kcal_mol=0.0 total_charge=+1 gap_ev=2.64
Tl -12.19 25.79 25.02 1.66
As -10.24 29.00 25.87 1.89
F -9.85 27.34 25.30 -0.42
F -11.75 28.78 24.91 -0.53
F -10.62 30.61 26.53 -0.45
F -8.74 28.98 26.88 -0.50
F -9.36 29.54 24.42 -0.48
F -11.11 28.19 27.22 -0.41
F -12.15 22.98 25.25 -0.20
C -17.35 23.72 26.85 -0.88
O -16.20 24.22 26.19 0.06
C -16.10 24.41 24.85 0.35
O -15.01 24.71 24.30 -0.24
O -17.27 24.27 24.19 -0.35
C -17.37 24.64 22.80 -0.66
H -17.34 22.64 26.97 0.25
H -18.29 23.89 26.33 0.35
H -17.36 24.09 27.88 0.32
H -16.50 24.49 22.16 0.11
H -17.60 25.69 22.62 0.40
H -18.14 24.07 22.27 0.29
C -11.84 19.73 24.75 -0.37
O -12.32 19.12 23.54 -0.33
C -13.39 18.49 23.63 0.89
O -13.97 18.08 24.68 -0.67
O -13.91 18.31 22.44 -0.33
C -15.13 17.62 22.16 -0.62
H -12.62 20.40 25.11 -0.02
H -11.02 20.43 24.57 0.12
H -11.50 19.11 25.57 0.47
H -15.19 16.55 22.32 0.31
H -15.35 17.81 21.11 0.27
H -15.98 18.07 22.67 0.24
C -10.60 19.59 28.93 -0.27
O -9.38 19.97 29.42 -0.26
C -8.31 19.15 29.31 0.78
O -8.22 18.08 28.79 -0.54
O -7.35 19.76 30.06 -0.28
C -6.25 18.98 30.42 -0.71
H -11.44 19.86 29.57 0.24
H -10.66 18.51 28.81 0.44
H -10.81 19.97 27.93 -0.19
H -6.34 18.06 30.99 0.31
H -5.68 19.65 31.07 0.25
H -5.63 18.77 29.55 0.31
C -16.01 20.72 25.17 -0.37
O -16.13 21.31 23.84 0.36
C -17.03 20.84 23.01 0.24
O -17.82 19.90 23.30 -0.63
O -16.99 21.48 21.79 -0.09
C -17.94 21.36 20.80 -0.85
H -15.90 19.63 25.08 0.46
H -16.98 20.92 25.60 0.33
H -15.18 21.12 25.75 -0.32
H -17.82 20.42 20.26 0.28
H -17.79 22.28 20.25 0.27
H -18.98 21.49 21.10 0.36
C -8.90 22.47 23.08 -0.41
O -7.87 23.26 23.81 -0.34
C -8.25 24.49 24.22 0.56
O -9.41 24.93 24.21 -0.16
O -7.24 25.08 24.86 -0.41
C -7.35 26.36 25.50 -0.43
H -9.78 22.24 23.67 -0.02
H -8.48 21.53 22.72 0.30
H -9.21 23.02 22.19 0.35
H -6.41 26.71 25.92 0.32
H -7.96 26.22 26.39 0.07
H -7.68 27.03 24.70 0.33
C -9.50 22.36 27.14 0.03
O -8.97 23.29 28.06 -0.39
C -9.33 24.59 27.99 0.27
O -10.11 25.11 27.14 0.34
O -8.70 25.22 29.01 -0.41
C -8.89 26.63 29.09 -0.43
H -8.87 21.48 27.28 0.30
H -9.30 22.68 26.12 -0.07
H -10.54 22.03 27.24 -0.10
H -7.97 27.09 29.42 0.28
H -9.67 26.77 29.84 0.34
H -9.18 27.11 28.16 0.05
C -13.44 26.02 20.08 -0.71
O -13.45 24.63 20.22 -0.32
C -13.25 24.13 21.40 0.51
O -12.81 24.69 22.40 -0.29
O -13.35 22.77 21.41 -0.38
C -13.11 21.97 22.56 0.21
H -14.04 26.54 20.82 0.30
H -13.89 26.25 19.11 0.27
H -12.47 26.51 20.17 0.30
H -12.15 22.25 23.00 -0.07
H -13.03 20.92 22.31 0.20
H -13.86 22.17 23.33 -0.02
C -14.27 22.42 28.18 -0.53
O -14.18 23.53 29.09 -0.39
C -13.57 24.67 28.74 0.63
O -13.36 25.00 27.59 -0.23
O -13.32 25.43 29.80 -0.39
C -12.73 26.70 29.56 -0.35
H -13.93 22.67 27.18 0.01
H -15.29 22.07 27.97 0.34
H -13.63 21.58 28.45 0.38
H -11.66 26.61 29.34 -0.14
H -12.74 27.23 30.52 0.36
H -13.23 27.29 28.79 0.29


62
Properties=species:S:1:pos:R:3:mulliken_spin:R:1 method="wB97M-V/def2-TZVPD" homo_energy_ev="-7.502 / -8.080" e_above_lowest_kcal_mol=13.5 gap_ev="6.64 / 7.01" multiplicity=3
W -0.74 -0.28 0.18 1.62
Cl -1.12 3.49 5.73 0.00
C -0.43 2.65 4.39 0.00
C -1.25 2.56 3.26 0.01
C -0.68 1.89 2.21 -0.01
N -1.44 1.54 1.07 -0.07
C -2.51 2.24 0.65 -0.01
O -3.06 3.19 1.22 0.05
C -2.92 1.64 -0.72 0.03
C -4.03 2.17 -1.40 0.00
C -4.27 1.75 -2.73 0.01
C -3.59 0.65 -3.18 0.00
C -2.60 0.13 -2.42 0.01
N -2.20 0.64 -1.25 0.00
C 0.63 1.38 2.24 0.04
C 1.43 1.52 3.38 0.00
C 0.83 2.20 4.48 0.00
Cl 1.68 2.32 6.00 0.00
N 1.01 0.52 1.16 0.04
C 2.35 0.53 0.93 0.01
O 3.13 1.39 1.31 0.01
C 2.93 -0.59 0.10 0.01
C 3.88 -0.22 -0.86 0.00
C 4.58 -1.20 -1.57 0.00
C 4.24 -2.50 -1.32 0.00
C 3.34 -2.82 -0.32 0.00
N 2.66 -1.87 0.40 0.01
H -2.34 2.83 3.43 0.00
H -4.55 2.97 -0.92 0.00
H -5.08 2.11 -3.37 0.00
H -3.86 0.16 -4.11 0.00
H -2.09 -0.73 -2.81 0.00
H 2.47 1.24 3.41 0.00
H 4.06 0.81 -1.03 0.00
H 5.36 -0.90 -2.33 0.00
H 4.74 -3.32 -1.86 0.00
H 3.08 -3.84 -0.10 0.00
N 0.04 -1.67 1.70 0.01
C -0.54 -2.91 2.26 0.02
C -1.98 -2.68 2.61 0.00
C -2.93 -2.08 1.53 0.02
O -4.08 -2.46 1.32 0.01
O -2.42 -1.09 0.84 0.04
H 0.93 -1.83 1.18 0.00
H 0.18 -1.04 2.46 0.00
H -0.07 -3.10 3.19 0.00
H -0.43 -3.70 1.49 0.00
H -2.12 -2.12 3.58 0.00
H -2.43 -3.62 2.91 0.00
Br 0.23 3.28 -1.37 0.00
C 0.58 1.68 -2.31 0.02
C 1.07 1.84 -3.58 -0.01
C 1.39 0.71 -4.34 0.01
C 1.32 -0.52 -3.76 0.00
C 0.90 -0.62 -2.46 0.03
N 0.55 0.47 -1.70 0.06
C 0.66 -2.01 -1.85 0.01
O 1.24 -2.96 -2.31 0.01
O -0.28 -2.01 -1.00 0.00
H 1.21 2.75 -4.05 0.00
H 1.75 0.90 -5.34 0.00
H 1.54 -1.48 -4.26 0.00


The F_max results, record by record, are as follows: 0.9, 4.1, 2.5, 8.1, 3.0 eV/A.